Density functional theory data (ωB97M-V with the def2-TZVPD basis set) for a single C2H6N2 molecule in a non-equilibrium geometry.

CARTESIAN COORDINATES (ANGSTROEM)
H -1.8886 -1.3554 0.1498
N -0.8582 -1.4440 -0.0154
C -0.2201 -0.3290 -0.1126
C 1.2550 -0.1579 0.0473
N -0.9268 0.9332 0.0798
H 1.9319 -0.7071 -0.7684
H 1.6311 0.8844 -0.0907
H 1.5847 -0.5555 1.0229
H -0.5156 1.8776 -0.2833
H -1.9935 0.8537 -0.0294

Atomic forces in eV per Å
H 1.212 0.265 -0.520
N 0.581 0.650 -0.139
C -2.728 1.228 1.617
C 2.823 -0.814 -2.193
N -0.511 0.785 -1.352
H -1.829 0.675 1.680
H -0.753 -0.610 0.458
H -0.271 0.279 -0.437
H -1.012 -2.759 0.815
H 2.488 0.302 0.072

Values from the calculation:
- E (eV) = -5150.7584
- HOMO-LUMO gap (eV) = 10.2
- SMILES string = [H]/N=C(/C)N
- spin multiplicity = 1
- highest occupied orbital energy (eV) = -9.2
- LUMO (eV) = 1.0

=====

Density functional theory data (ωB97M-V with the def2-TZVPD basis set) for an isolated ion of composition C15H26N3O2S2 and charge +1 in a non-equilibrium geometry.

CARTESIAN COORDINATES (ANGSTROEM)
O -3.1651 1.7291 3.6566
C -2.6538 0.7885 4.6738
C -1.0411 0.9799 4.9058
C -0.1511 1.1057 3.5351
C 0.6999 -0.2817 3.1625
N -0.0159 -0.9908 2.0346
C -1.4781 -1.3491 1.8210
C -1.7195 -2.1812 0.4071
N -0.3221 -2.2509 -0.1691
C 0.6286 -1.5376 0.7812
C 2.1716 -1.5607 0.2355
C 3.0065 -0.1650 0.4210
C 2.1329 1.2081 0.2396
S 1.0304 1.2659 -1.2713
C 1.9219 0.7444 -2.8335
S 3.6304 0.6816 -3.0336
N 1.0927 0.2972 -4.0455
C 0.3307 -0.9116 -3.5504
C -1.3258 -0.7010 -3.6402
O -1.5926 -0.4498 -5.0901
C -1.1134 0.9043 -5.4064
C 0.1925 1.4014 -4.5498
H -3.8302 1.2939 3.0427
H -2.9880 -0.3376 4.4912
H -3.1785 1.0955 5.7012
H -0.6531 0.0967 5.5716
H -0.9177 1.9958 5.5210
H 0.6629 1.9550 3.7383
H -0.7685 1.5078 2.5958
H 1.8174 -0.0081 2.9482
H 0.6340 -0.9751 4.1123
H -2.3635 -1.0982 2.5445
H -2.7049 -2.6285 -0.0507
H -0.1499 -2.7392 -1.0759
H 2.2198 -1.8897 -0.9077
H 2.7638 -2.4127 0.8201
H 3.4595 -0.1875 1.5250
H 3.9652 -0.2018 -0.2900
H 2.9227 2.0956 0.1208
H 1.4689 1.5029 1.1628
H 0.5557 -1.7856 -4.3319
H 0.6820 -1.3231 -2.5096
H -1.7159 0.1521 -2.9404
H -1.8281 -1.7385 -3.3403
H -0.9776 1.0589 -6.5819
H -2.0027 1.6449 -5.1135
H -0.1873 2.1502 -3.7351
H 0.8545 2.0495 -5.3022

Atomic forces in eV per Å
O -0.102 -1.925 -0.177
C -0.603 -0.044 1.362
C -0.489 0.643 -0.136
C 0.872 0.805 0.021
C -0.994 1.096 1.788
N -1.415 -3.821 -6.834
C 0.012 -2.075 -3.535
C 3.992 3.028 4.227
N -2.134 2.691 5.578
C -1.348 -1.111 -1.323
C 0.517 -0.223 0.493
C 0.450 -0.288 0.972
C 2.420 0.715 -0.069
S 0.291 -0.691 -0.768
C 2.594 -0.225 -1.236
S -3.627 0.223 0.825
N -0.498 0.704 3.500
C -1.572 -1.924 -1.135
C 1.142 -0.964 -0.249
O 1.156 1.122 2.059
C -0.997 1.368 -0.140
C -0.087 1.651 -1.409
H 1.265 0.642 1.416
H 0.863 2.302 0.101
H 1.189 -0.789 -2.145
H -0.730 1.722 -1.213
H -0.215 -2.333 -1.410
H -1.696 -1.948 -0.445
H 1.161 -1.118 2.159
H -2.374 -0.952 -0.124
H 0.314 1.224 -2.050
H 2.358 -0.384 -1.395
H 2.415 1.058 1.041
H 0.450 0.858 1.279
H -0.646 0.799 2.494
H -1.393 1.809 -1.132
H -1.006 0.264 -2.331
H -2.451 0.218 1.399
H -1.697 -1.963 0.313
H 1.017 -0.840 -1.986
H -0.548 1.829 1.672
H -0.615 1.219 -1.887
H 0.668 -1.450 -1.384
H 0.919 2.336 -0.843
H -0.096 -0.914 2.702
H 1.919 -1.382 -0.574
H 0.759 -1.582 -1.205
H -1.410 -1.375 1.734

Values from the calculation:
- E (eV) = -46194.7448
- HOMO-LUMO gap (eV) = 7.6
- total charge = +1
- SMILES string = OCCCC[n+]1cc[nH]c1CCCSC(=S)N1CCOCC1
- spin multiplicity = 1
- highest occupied orbital energy (eV) = -11.2
- LUMO (eV) = -3.6

=====

Density functional theory data (ωB97M-V with the def2-TZVPD basis set) for C5H10BiO2 as an isolated structure in a non-equilibrium geometry.

CARTESIAN COORDINATES (ANGSTROEM)
C 2.4771 0.0684 0.0262
O 1.9199 -1.2241 0.3761
C 0.7802 -1.1918 1.1792
C -0.5205 -1.1762 0.4010
O -0.7669 0.1147 -0.1980
C -2.0166 0.2571 -0.7578
C -2.6217 1.4355 -0.8387
H 2.9916 0.4838 0.9172
H 3.2513 -0.1511 -0.7293
H 0.7928 -0.3444 1.8894
H 0.7697 -2.1179 1.7747
H -1.3517 -1.3928 1.0864
H -0.4998 -1.9335 -0.3968
H -2.4414 -0.6716 -1.1469
H -2.0834 2.3715 -0.6869
H -3.6792 1.4697 -1.0953
H 2.1119 2.6670 -0.9896
Bi 0.8867 1.3357 -0.8110

Atomic forces in eV per Å
C 0.065 -1.733 1.218
O 0.698 0.657 -0.596
C -0.397 -0.062 0.464
C -0.326 -1.055 0.452
O -1.728 -1.915 1.770
C -1.526 0.334 -0.260
C 0.237 -0.313 -0.148
H -0.335 0.105 -0.476
H -0.383 0.412 0.049
H 0.082 -0.148 -0.047
H 0.030 0.311 -0.143
H 0.198 0.065 -0.170
H -0.006 0.229 0.199
H 0.049 0.201 0.464
H -0.372 -0.172 0.507
H 0.444 0.076 -0.430
H 0.319 0.744 1.005
Bi 2.951 2.267 -3.858

Values from the calculation:
- E (eV) = -15269.5031
- HOMO-LUMO gap (eV) = 6.7
- total charge = +1
- spin multiplicity = 1
- highest occupied orbital energy (eV) = -13.2
- LUMO (eV) = -6.5

=====

Density functional theory data (ωB97M-V with the def2-TZVPD basis set) for an isolated ion of composition C3NO3S and charge -1 in a non-equilibrium geometry.

CARTESIAN COORDINATES (ANGSTROEM)
C 0.3122 -1.0511 -0.0326
C 0.9914 0.3405 -0.0275
C -1.2894 0.4647 0.0191
N -1.0076 -0.8183 0.0172
O 0.9250 -2.1053 0.0249
O -2.3221 1.0894 0.0154
O -0.1193 1.3352 0.0089
S 2.5096 0.7449 -0.0252

Atomic forces in eV per Å
C 0.825 0.799 0.716
C -5.755 0.343 -0.066
C 0.114 1.992 -0.151
N -0.224 -0.903 -0.182
O 0.008 0.078 -0.313
O -0.674 -0.241 0.088
O 2.381 -3.019 -0.093
S 3.324 0.952 0.001

Values from the calculation:
- E (eV) = -21578.3152
- HOMO-LUMO gap (alpha / beta) (eV) = 6.2 / 5.9
- total charge = -1
- spin multiplicity = 3
- highest occupied orbital energy (alpha / beta) (eV) = -3.0 / -5.3
- <S²> = 2.007
- LUMO (alpha / beta) (eV) = 3.2 / 0.6

=====

Density functional theory data (ωB97M-V with the def2-TZVPD basis set) for a 2-piece molecular cluster, C2H2Cl2O2 overall in a non-equilibrium geometry.

CARTESIAN COORDINATES (ANGSTROEM)
C 0.9699 0.7471 -0.2464
C -0.8475 -0.1683 0.1215
O 1.8163 0.0400 0.1176
O -0.2876 -1.2373 0.7721
Cl -1.5633 -0.5169 -1.5226
Cl -1.8514 0.8479 1.0294
H 1.1732 1.7212 -0.8555
H 0.5905 -1.4338 0.5839

Atomic forces in eV per Å
C -3.229 0.545 -1.168
C 4.990 0.199 -1.614
O 1.536 -0.807 0.540
O -5.216 0.981 0.716
Cl 0.383 -0.029 0.982
Cl -0.566 0.115 0.673
H -0.752 -1.125 0.940
H 2.854 0.122 -1.069

Values from the calculation:
- E (eV) = -31243.8410
- HOMO-LUMO gap (eV) = 9.7
- spin multiplicity = 1
- highest occupied orbital energy (eV) = -9.3
- LUMO (eV) = 0.5

=====

Density functional theory data (ωB97M-V with the def2-TZVPD basis set) for an isolated ion of composition C5H7IN and charge +1 in a non-equilibrium geometry.

CARTESIAN COORDINATES (ANGSTROEM)
C 0.3394 -1.3092 0.0356
C 1.2905 -0.3640 0.0575
C -0.7588 1.0948 -0.0966
C -0.3670 -2.5794 -0.0274
C -0.2292 2.4237 0.0506
N -0.0291 0.0933 -0.0587
I 3.2824 0.1492 -0.0982
H -1.8321 0.8878 -0.3454
H 0.2611 -3.5235 0.4167
H -0.5764 -2.8372 -1.1082
H -1.1964 -2.3642 0.6111
H 0.6640 2.6699 -0.4722
H -0.9928 3.0664 -0.0825
H 0.1445 2.5924 1.1176

Atomic forces in eV per Å
C -1.033 -0.737 0.497
C -1.035 1.118 -1.313
C -4.710 3.057 -0.780
C 2.237 -2.073 0.118
C 1.881 -0.927 3.109
N 4.807 -5.760 0.423
I 1.872 0.361 0.273
H 1.014 0.538 0.130
H -1.356 2.618 -1.002
H -0.295 0.316 1.130
H -1.230 -0.720 -0.006
H 0.599 -0.059 -1.109
H -2.209 2.577 -0.685
H -0.542 -0.307 -0.786

Values from the calculation:
- E (eV) = -14874.1530
- HOMO-LUMO gap (alpha / beta) (eV) = 4.5 / 6.3
- total charge = +1
- spin multiplicity = 3
- highest occupied orbital energy (alpha / beta) (eV) = -9.2 / -14.1
- <S²> = 2.025
- LUMO (alpha / beta) (eV) = -4.7 / -7.8